[1]
Here is C25H29BrHfN3O4S2Se4 as an isolated structure at a distorted geometry from the Open Molecules 2025 dataset. Energies are from ωB97M-V/def2-TZVPD.

Geometry (Å):
1 Hf -0.50522 -0.11312 0.25524
2 Se -1.22983 -0.70338 2.64326
3 Se 0.57713 -2.20349 2.43679
4 Se 0.20137 -3.35451 0.47901
5 Se 0.78332 -1.81655 -1.23589
6 C -0.77258 2.75913 2.35292
7 O 0.08363 1.92058 1.56944
8 C 1.38599 2.37735 1.43559
9 C 1.78074 3.68822 1.64818
10 C 3.12816 4.01135 1.54051
11 Br 3.67316 5.78581 1.90014
12 C 4.07303 3.06196 1.21850
13 C 3.68409 1.74277 0.98808
14 C 2.33466 1.40826 1.09287
15 O 1.88433 0.09788 0.93857
16 C 4.73284 0.74634 0.82462
17 N 5.83912 0.82192 1.50631
18 C 6.56467 -0.29198 1.19327
19 C 7.80146 -0.71268 1.67580
20 C 8.30056 -1.89491 1.17797
21 C 7.60926 -2.63537 0.21245
22 C 6.37394 -2.24272 -0.26417
23 C 5.85147 -1.06644 0.24740
24 N 4.65494 -0.40219 0.05409
25 H -0.27435 3.03840 3.28315
26 H -1.66556 2.17792 2.58939
27 H -1.06063 3.65011 1.79289
28 H 1.07989 4.46101 1.91437
29 H 5.12085 3.31036 1.17633
30 H 2.68277 -0.47018 0.85673
31 H 8.32549 -0.12637 2.41331
32 H 9.24800 -2.26677 1.53495
33 H 8.05163 -3.54570 -0.16366
34 H 5.83942 -2.82824 -0.99682
35 H 4.02040 -0.58430 -0.71119
36 O 0.33558 1.15930 -1.07291
37 N -0.38644 1.46034 -2.15381
38 C 0.20798 1.53337 -3.35574
39 C -0.49947 1.89574 -4.47244
40 C -1.86298 2.17884 -4.35361
41 C -2.46031 2.08051 -3.12222
42 C -1.71484 1.70671 -1.99620
43 S -2.37852 1.60058 -0.43335
44 H 1.26360 1.30223 -3.36732
45 H 0.00250 1.95150 -5.42326
46 H -2.43880 2.48323 -5.21190
47 H -3.50467 2.30153 -2.97085
48 C -6.80039 0.77530 -0.31980
49 C -5.64738 0.10139 -1.05641
50 C -4.83169 -0.79366 -0.13301
51 S -3.45494 -1.54119 -1.10124
52 O -2.18553 -1.35635 -0.24016
53 C -3.81894 -3.33478 -0.95548
54 C -3.65113 -3.96234 0.42069
55 C -4.79264 -3.74907 1.40985
56 H -7.37558 1.39484 -1.00196
57 H -6.42613 1.41291 0.47456
58 H -7.47137 0.04030 0.11462
59 H -4.99825 0.87255 -1.47341
60 H -6.04249 -0.49789 -1.87790
61 H -5.45110 -1.58019 0.28198
62 H -4.37658 -0.21603 0.67064
63 H -3.10155 -3.78611 -1.64501
64 H -4.82210 -3.46051 -1.35899
65 H -2.72157 -3.59388 0.86011
66 H -3.52995 -5.03718 0.26134
67 H -4.72246 -2.79318 1.92063
68 H -4.75515 -4.52036 2.17367
69 H -5.76490 -3.82890 0.92851

Properties
* calculated total energy: -14459.355410 hartree
* LUMO energy: -2.990 eV
* maximum force: 1.5 eV Å⁻¹
* total charge: +1
* molecular weight: 1073.89 g/mol
* HOMO: -10.4 eV

Atomic partial charges in e from the Mulliken method, atoms 1 to 6:
1 Hf 0.42
2 Se -0.38
3 Se -0.09
4 Se -0.14
5 Se -0.50
6 C -1.23

***

[2]
Here is C24H23N8O2S2Ti as an isolated structure from the Open Molecules 2025 dataset. Energies are from ωB97M-V/def2-TZVPD.

Geometry (Å):
1 Ti 0.15434 0.41571 -0.13754
2 C 2.78706 -3.34078 -0.80208
3 C 1.70596 -2.49907 -0.87834
4 N 1.53507 -1.47532 -0.02380
5 C 2.43765 -1.38074 0.97380
6 C 3.56819 -2.21714 0.99015
7 N 3.75905 -3.17779 0.11737
8 C 2.06060 -0.45184 2.00248
9 C 2.74812 -0.26673 3.16820
10 C 2.21212 0.51934 4.21992
11 C 0.89998 0.97058 4.02354
12 C 0.22847 0.75413 2.84159
13 N 0.83404 0.14494 1.74064
14 C -1.11856 1.11522 2.56300
15 C -2.03764 1.70609 3.45634
16 N -3.27069 1.98645 3.13062
17 C -3.63254 1.70173 1.85347
18 C -2.75737 1.17087 0.94940
19 N -1.48601 0.86111 1.28507
20 C 2.94029 0.77189 5.45484
21 C 4.04961 0.01188 5.85325
22 C 4.69959 0.30080 7.03829
23 N 4.35101 1.27954 7.87319
24 C 3.29846 2.00708 7.49815
25 C 2.58176 1.80514 6.33454
26 H 2.89922 -4.16203 -1.49827
27 H 0.95147 -2.63788 -1.63658
28 H 4.32746 -2.08856 1.75234
29 H 3.71006 -0.74470 3.28335
30 H 0.36973 1.46396 4.82760
31 H -1.72529 1.93701 4.46929
32 H -4.64867 1.94000 1.57117
33 H -3.03438 1.01284 -0.08309
34 H 4.40120 -0.82064 5.25945
35 H 5.55445 -0.29721 7.33869
36 H 3.01396 2.81133 8.16967
37 H 1.76179 2.47202 6.10460
38 N 0.76846 2.71675 0.56831
39 N -0.28727 3.55786 0.19495
40 C -1.11622 3.06589 -0.84520
41 O -1.90284 3.83993 -1.36595
42 O -0.96622 1.81667 -1.08998
43 H 0.87997 2.70823 1.57588
44 H 1.64453 2.95307 0.11269
45 H -0.07999 4.54139 0.11214
46 C 1.45648 -1.97651 -4.31869
47 C 1.18246 -0.88250 -3.30374
48 S -0.55553 -0.58577 -3.01705
49 C 2.19920 -0.17688 -2.77508
50 C 3.62741 -0.48591 -3.15453
51 S 2.04629 1.10792 -1.59369
52 H 0.52483 -2.43783 -4.63830
53 H 2.09666 -2.75985 -3.89693
54 H 1.96479 -1.59462 -5.20795
55 H 3.72707 -0.84333 -4.17959
56 H 4.03271 -1.25670 -2.48964
57 H 4.24012 0.40543 -3.02767
58 C -0.98685 -0.93003 -1.28202
59 H -2.03333 -0.61920 -1.23904
60 H -0.93371 -1.99199 -1.04209

Properties
* calculated total energy: -3162.894184 hartree
* LUMO energy (spin up / spin down): 1.923 / 1.930 eV
* maximum force: 0.7 eV Å⁻¹
* total charge: -1
* molecular weight: 567.50 g/mol
* HOMO (spin up / spin down): -3.1 / -3.1 eV

Atomic partial charges in e from the Mulliken method, atoms 1 to 6:
1 Ti -0.54
2 C -1.07
3 C -0.39
4 N 0.66
5 C 0.31
6 C -0.32

***

[3]
Here is a 2-piece molecular cluster, C3H7N3O overall at a distorted geometry from the Open Molecules 2025 dataset. Energies are from ωB97M-V/def2-TZVPD.

Geometry (Å):
1 C 3.82480 -0.24715 -0.40638
2 C -0.99223 -0.04596 0.02212
3 C 1.28622 0.68801 0.23663
4 N -1.81552 -1.00745 -0.21360
5 N 0.95910 1.67493 1.09300
6 N 0.33177 -0.25862 -0.04298
7 O 3.80006 -1.28791 0.00929
8 H 4.39629 0.60704 -0.83377
9 H -1.28993 0.97449 0.33792
10 H -2.79608 -0.78870 -0.30099
11 H -1.54330 -2.09856 -0.19924
12 H 1.58756 2.41174 1.31339
13 H 0.09041 1.64131 1.66794
14 H 0.80584 -1.21406 -0.09361

Properties
* calculated total energy: -357.251516 hartree
* LUMO energy (spin up / spin down): -9.487 / -9.488 eV
* maximum force: 3.5 eV Å⁻¹
* total charge: +2
* molecular weight: 101.11 g/mol
* HOMO (spin up / spin down): -18.2 / -18.2 eV

Atomic partial charges in e from the Mulliken method, atoms 1 to 6:
1 C 0.44
2 C 0.13
3 C 0.01
4 N -0.28
5 N -0.30
6 N -0.16

***

[4]
Here is a 2-piece molecular cluster, C4H9NO2 overall at a distorted geometry from the Open Molecules 2025 dataset. Energies are from ωB97M-V/def2-TZVPD.

Geometry (Å):
1 C -0.11089 0.82359 -2.43528
2 N 0.55736 1.22314 -1.20110
3 C 1.51229 0.39792 -0.69039
4 C 0.22532 -0.46957 0.77106
5 O -0.69282 0.33559 0.76274
6 O 0.15623 -1.42244 1.72738
7 C -0.99733 -1.26851 2.61364
8 H 0.51685 0.15721 -3.04379
9 H -0.33840 1.71584 -3.03041
10 H -1.05473 0.31049 -2.21311
11 H -0.14603 1.27027 -0.38852
12 H 2.19876 0.86663 0.00836
13 H 2.03442 -0.23825 -1.41718
14 H -0.92742 -2.05487 3.36659
15 H -1.94401 -1.35943 2.06988
16 H -0.98959 -0.28761 3.10013

Properties
* calculated total energy: -362.948977 hartree
* LUMO energy: 0.986 eV
* maximum force: 1.3 eV Å⁻¹
* molecular weight: 103.12 g/mol
* HOMO: -8.6 eV

Atomic partial charges in e from the Mulliken method, atoms 1 to 6:
1 C -0.72
2 N -0.36
3 C -0.40
4 C 0.40
5 O -0.60
6 O -0.33

***

[5]
Here is H2NO2S as an isolated structure at a distorted geometry from the Open Molecules 2025 dataset. Energies are from ωB97M-V/def2-TZVPD.

Geometry (Å):
1 N 1.13563 -0.45636 0.35527
2 O -1.56525 -1.04682 -0.48332
3 O -1.19995 1.37444 -0.24646
4 S -1.05189 0.04354 0.36627
5 H 1.24934 -0.39288 -0.66174
6 H 1.43212 0.47808 0.66998

Properties
* calculated total energy: -604.643720 hartree
* LUMO energy: 4.249 eV
* maximum force: 2.0 eV Å⁻¹
* total charge: -1
* molecular weight: 80.09 g/mol
* HOMO: -3.3 eV

Need the Mulliken charges? In units of e they are:
1 N -0.81
2 O -0.53
3 O -0.54
4 S 0.49
5 H 0.20
6 H 0.20

***

[6]
Here is C3H6N2O2 as an isolated structure at a distorted geometry from the Open Molecules 2025 dataset. Energies are from ωB97M-V/def2-TZVPD.

Geometry (Å):
1 C -1.72091 -0.36336 -1.33929
2 C -0.74310 0.08176 -0.21335
3 C 1.55845 0.48023 0.04462
4 N -0.62976 -0.26410 2.09865
5 N -1.12856 -0.43667 0.95142
6 O -0.83080 -1.37366 -1.27514
7 O 0.28354 0.80516 -0.56782
8 H -2.74136 -0.37795 -0.93402
9 H -1.83277 0.25602 -2.26018
10 H 1.67302 -0.59409 -0.12917
11 H 1.45327 0.67945 1.04202
12 H 2.35165 1.02474 -0.46196
13 H -1.30645 -0.53406 2.82360

Properties
* calculated total energy: -377.727102 hartree
* LUMO energy: -0.639 eV
* maximum force: 5.1 eV Å⁻¹
* molecular weight: 102.09 g/mol
* HOMO: -9.2 eV

Atomic partial charges in e from the Mulliken method, atoms 1 to 6:
1 C -0.39
2 C 0.89
3 C -0.77
4 N -0.72
5 N 0.09
6 O -0.47

***

Look up the calculated total energy of the third one.
-357.251516 hartree

***

Which of these has the lowest maximum force?
C24H23N8O2S2Ti

***

Which of these has the lowest molecular weight?
H2NO2S

***

Which value of maximum force does entry 2 give?
0.7 eV Å⁻¹